Arrangement w

Density functional theory data (ωB97M-V/def2-TZVPD) for C5H8FNS as an isolated structure.

```
16
C5H8FNS | the OMol25 dataset | ωB97M-V/def2-TZVPD
C -0.5696 0.1025 -0.3141
C 0.4647 1.1597 0.4131
C 1.8484 0.3271 0.4578
C 0.1506 -1.1562 -0.7118
C -0.7259 -1.0617 0.5168
H -2.1955 1.5878 -0.8901
H -2.2315 0.0076 -1.6585
H -0.0367 1.1246 1.6735
H 0.5073 2.1871 -0.0512
H 2.8430 0.6446 0.4433
H 2.1439 -0.1119 1.4719
H -0.3466 -1.6280 -1.6076
H -0.2068 -1.0640 1.5724
N -1.4936 0.7486 -1.2148
F -1.9713 -1.6578 0.5485
S 1.8195 -1.2100 -0.6490
```

Computed properties:
net charge = 0
Kohn-Sham gap = 9.1 eV
HOMO = -0.30291 Eh



Arrangement x

Density functional theory data (ωB97M-V/def2-TZVPD) for one molecule with the formula C5H8FNS.

```
16
C5H8FNS | the OMol25 dataset | ωB97M-V/def2-TZVPD
N 2.7821 0.0879 0.9446
C 2.0333 -0.5375 -0.0913
C 0.5874 -0.1442 -0.1948
F 0.4229 1.2104 -0.1765
C -0.5614 -0.8954 -0.2405
C -1.9339 -0.2652 -0.4957
C -2.3431 1.0652 -0.0001
S -3.3030 -0.2911 0.6733
H 2.1784 -0.0036 1.7701
H 2.8254 1.0477 0.7263
H 2.5266 -0.3512 -1.0908
H 2.1188 -1.6596 0.0397
H -0.4797 -1.9962 -0.2801
H -2.2411 -0.5596 -1.4602
H -2.9834 1.6890 -0.6616
H -1.6295 1.6035 0.5375
```

Computed properties:
net charge = 0
SMILES = NC/C(F)=C/[C@@H]1CS1
Kohn-Sham gap = 9.7 eV
HOMO = -0.32424 Eh



Least stable structure: arrangement w



Arrangement w

Density functional theory data (ωB97M-V/def2-TZVPD) for one molecule with the formula C3H3ClN2.

```
9
C3H3ClN2 | the OMol25 dataset | ωB97M-V/def2-TZVPD
C 0.3012 -1.5803 -0.5875
C 0.0644 -0.6069 0.4635
C -1.0218 1.3674 -0.3992
N 1.3101 -1.3713 0.1280
N -0.0029 0.8058 0.2153
Cl -0.8674 3.0705 -0.4211
H -0.0911 -2.1285 -1.4100
H -0.4518 -0.9041 1.3718
H 0.7592 1.3474 0.6392
```

Computed properties:
net charge = 0
Kohn-Sham gap = 9.8 eV
HOMO = -0.33071 Eh



Arrangement x

Density functional theory data (ωB97M-V/def2-TZVPD) for one molecule with the formula C3H3ClN2.

```
9
C3H3ClN2 | the OMol25 dataset | ωB97M-V/def2-TZVPD
Cl 1.8512 0.6068 -0.1994
C 0.3756 -0.1879 0.1648
C -0.3625 -1.0898 -0.5767
N -1.7156 -0.9798 -0.2384
N -1.8405 0.0666 0.3691
C -0.5994 0.6753 0.6378
H -0.0772 -1.9535 -1.2248
H -2.6219 0.2381 0.8579
H -0.3609 1.4063 1.4879
```

Computed properties:
net charge = 0
SMILES = Clc1cn[nH]c1
Kohn-Sham gap = 10.1 eV
HOMO = -0.33625 Eh



Least stable structure: arrangement w



Arrangement w

Density functional theory data (ωB97M-V/def2-TZVPD) for one molecule with the formula CH2Cl2N2O2.

```
9
CH2Cl2N2O2 | the OMol25 dataset | ωB97M-V/def2-TZVPD
O 1.7072 1.1918 0.8702
N 0.9442 0.4217 1.3430
O 0.7874 -0.0496 2.3988
C -0.0924 0.0283 0.3071
N -1.2601 -0.2651 1.0996
Cl -1.8538 1.3415 1.7992
Cl -2.5078 -0.9866 0.1459
H -0.3660 0.8873 -0.2542
H 0.2221 -0.8527 -0.4302
```

Computed properties:
net charge = 0
SMILES = O=[N+]([O-])CN(Cl)Cl
Kohn-Sham gap = 9.6 eV
HOMO = -0.38040 Eh



Arrangement x

Density functional theory data (ωB97M-V/def2-TZVPD) for a 2-piece molecular cluster, CH2Cl2N2O2 overall.

```
9
CH2Cl2N2O2 | the OMol25 dataset | ωB97M-V/def2-TZVPD
C 1.0341 0.2382 -0.0861
N 0.7015 -1.0976 -0.0209
N -1.5037 0.7660 0.5336
O 1.0609 -1.7362 0.9105
O -0.0695 -1.5390 -0.8767
Cl -2.0493 -0.5814 -0.1464
Cl -1.5234 2.3302 -0.1935
H 1.5769 0.5704 0.6877
H 0.7726 1.0493 -0.8083
```

Computed properties:
net charge = 0
Kohn-Sham gap (spin up / spin down) = 8.5 / 7.5 eV
HOMO (spin up / spin down) = -0.37376 / -0.35113 Eh



Least stable structure: arrangement x



Arrangement w

Density functional theory data (ωB97M-V/def2-TZVPD) for C5H13N2O as an isolated structure.

```
21
C5H13N2O | the OMol25 dataset | ωB97M-V/def2-TZVPD
C 0.5965 -0.9436 0.6385
N 1.9710 -0.9631 1.1360
C 3.7641 1.2029 -0.5892
O 3.9956 -0.0135 -0.8051
C 0.1478 0.3553 -0.0580
C -1.0052 0.1505 -1.0350
C -2.3975 -0.2393 -0.4331
N -2.8182 1.0924 0.4223
H 0.5403 -1.7487 -0.1013
H -0.1175 -1.2274 1.4260
H 2.1241 -0.2253 1.7749
H 3.5385 1.5083 0.4782
H 2.6222 -0.7747 0.3454
H -0.2693 0.9733 0.7465
H 0.9751 0.7840 -0.6224
H -1.2970 1.0850 -1.4799
H -0.7992 -0.6081 -1.8023
H -2.3004 -1.2711 -0.0986
H -2.3780 0.2064 0.8574
H -3.8355 0.9021 0.5056
H -3.0574 -0.2455 -1.3061
```

Computed properties:
net charge = -2
Kohn-Sham gap (spin up / spin down) = 3.4 / 5.7 eV
HOMO (spin up / spin down) = 0.12454 / 0.03524 Eh
multiplicity = 2



Arrangement x

Density functional theory data (ωB97M-V/def2-TZVPD) for an isolated ion of composition C5H13N2O and charge -2.

```
21
C5H13N2O | the OMol25 dataset | ωB97M-V/def2-TZVPD
C 0.2406 0.4256 0.9010
N 0.1102 1.6558 1.8034
C -1.1289 1.9026 2.6085
O -0.8908 2.5382 3.6778
C -0.1083 0.6948 -0.5932
C 0.7619 -0.2674 -1.5037
C 0.0226 -1.6806 -1.5034
N 0.8481 -2.6997 -2.0638
H 1.1486 0.0525 1.0153
H -0.6116 -0.2568 1.2349
H 0.8612 1.6526 2.4093
H -1.5232 0.9234 2.8722
H -1.7095 2.4280 1.8442
H -1.1473 0.6243 -0.7717
H 0.2299 1.7734 -0.7807
H 0.6167 0.0909 -2.5623
H 1.7645 -0.3944 -1.2316
H -0.3745 -1.7760 -0.4751
H -0.9639 -1.6297 -2.0062
H 1.4152 -2.5011 -2.8635
H 0.4386 -3.5563 -2.0112
```

Computed properties:
net charge = -2
Kohn-Sham gap (spin up / spin down) = 3.2 / 7.0 eV
HOMO (spin up / spin down) = 0.13252 / -0.00441 Eh
multiplicity = 2



Least stable structure: arrangement w



Arrangement w

Density functional theory data (ωB97M-V/def2-TZVPD) for C19H13N4O5SbSe4V as an isolated structure.

```
47
C19H13N4O5SbSe4V | the OMol25 dataset | ωB97M-V/def2-TZVPD
V -0.1968 0.3274 0.0676
O 1.5738 3.5726 1.8009
C 1.0529 2.5091 1.5259
O 0.7576 2.0540 0.3515
C 0.5752 1.5616 2.6117
C 1.0459 1.4209 3.9032
C 0.5136 0.3940 4.6751
C -0.4819 -0.4364 4.1657
C -0.8807 -0.2317 2.8598
N -0.3490 0.7427 2.1392
C -1.8405 -1.0518 2.0148
O -2.7337 -1.6997 2.5314
O -1.6268 -0.8691 0.7523
H 1.8422 2.0607 4.2541
H 0.9004 0.2180 5.6708
H -0.9039 -1.2528 4.7342
O -0.3047 1.9442 -3.6271
C -0.5692 1.4802 -2.5193
N -0.1138 0.3660 -1.9286
C 0.7754 -0.4295 -2.7834
C 0.6188 -1.9107 -2.5640
C 1.7322 -2.6979 -2.2786
C 1.5537 -4.0471 -2.0237
C 0.2693 -4.5654 -2.0820
C -0.7720 -3.7083 -2.4040
N -0.6155 -2.4110 -2.6472
C -1.5707 2.2263 -1.6543
C -2.2005 3.3762 -2.0939
C -3.1375 3.9629 -1.2612
C -3.4059 3.3864 -0.0256
C -2.7000 2.2547 0.3465
N -1.7979 1.7006 -0.4558
H 1.8156 -0.1462 -2.5971
H 0.5463 -0.1969 -3.8260
H 2.7162 -2.2450 -2.2115
H 2.4018 -4.6548 -1.7352
H 0.0698 -5.6063 -1.8617
H -1.7909 -4.0818 -2.4575
H -1.9355 3.7630 -3.0675
H -3.6569 4.8634 -1.5656
H -4.1366 3.8122 0.6482
H -2.8442 1.7771 1.3080
Se 5.1633 -0.6318 -1.3938
Sb 4.3589 -1.5602 0.6713
Se 4.3701 -3.9542 0.8582
Se 4.3467 -0.2440 2.6921
Se 1.5651 -1.1415 0.4823
```

Computed properties:
net charge = -2
Kohn-Sham gap (spin up / spin down) = 5.7 / 5.7 eV
HOMO (spin up / spin down) = -0.07171 / -0.07161 Eh
multiplicity = 2



Arrangement x

Density functional theory data (ωB97M-V/def2-TZVPD) for C19H13N4O5SbSe4V as an isolated structure.

```
47
C19H13N4O5SbSe4V | the OMol25 dataset | ωB97M-V/def2-TZVPD
V -0.5865 -0.1918 -0.1352
O -3.3440 0.1237 1.8038
C -2.6932 0.0110 0.7653
O -2.1272 -1.0787 0.3361
C -2.6565 1.0761 -0.2722
C -3.4312 2.2307 -0.2944
C -3.2472 3.0897 -1.3637
C -2.2181 2.8483 -2.2811
C -1.4575 1.7039 -2.1455
N -1.7787 0.7847 -1.2284
C -0.0615 1.4370 -2.7001
O 0.3605 2.0720 -3.6638
O 0.5621 0.5829 -1.9786
H -4.1197 2.4182 0.5163
H -3.8635 3.9769 -1.4494
H -1.9595 3.5508 -3.0611
O -0.7838 -0.0905 3.4057
C -0.4951 0.0604 2.2116
N 0.1897 -0.7742 1.4406
C 0.8005 -1.9539 1.9848
C 2.1605 -2.2118 1.3400
C 2.7366 -3.4746 1.3668
C 3.9023 -3.6917 0.6489
C 4.4615 -2.6381 -0.0542
C 3.8365 -1.4039 0.0072
N 2.7266 -1.1840 0.7016
C -0.7089 1.3426 1.5005
C -1.4305 2.3844 2.1126
C -1.2825 3.6456 1.6096
C -0.3732 3.8569 0.5458
C 0.2775 2.7861 -0.0073
N 0.1120 1.5286 0.4428
H 0.1391 -2.8173 1.8163
H 0.9375 -1.8315 3.0641
H 2.2410 -4.2894 1.8766
H 4.3163 -4.6888 0.5829
H 5.3303 -2.7925 -0.6767
H 4.2048 -0.5538 -0.5577
H -2.0888 2.1283 2.9289
H -1.8216 4.4808 2.0407
H -0.1930 4.8462 0.1477
H 0.9681 2.9043 -0.8337
Se -1.3440 -4.4822 -3.9143
Sb 0.4683 -3.8316 -2.3890
Se 0.8796 -6.0151 -1.3093
Se 2.4942 -4.0224 -3.7546
Se -0.0400 -1.8524 -1.1268
```

Computed properties:
net charge = -2
Kohn-Sham gap (spin up / spin down) = 5.7 / 5.0 eV
HOMO (spin up / spin down) = -0.06437 / -0.06585 Eh
multiplicity = 2



Least stable structure: arrangement x



Arrangement w

Density functional theory data (ωB97M-V/def2-TZVPD) for a 2-piece molecular cluster, C2H4I2N2O overall.

```
11
C2H4I2N2O | the OMol25 dataset | ωB97M-V/def2-TZVPD
C -1.4690 0.0302 0.2599
N -1.0267 -1.3532 0.4681
N 0.3548 -1.4343 0.3825
C 1.3755 -1.7010 0.9020
O 2.4729 -1.9319 1.3034
H -2.3672 0.1556 -0.1311
H -1.5019 0.3635 1.2702
H -0.6239 0.6546 -0.2058
H -1.5263 -2.1134 -0.1457
I 3.6914 1.3436 0.7690
I 4.7919 -0.3168 -0.9496
```

Computed properties:
net charge = 0
SMILES = CNN=C=O.II
Kohn-Sham gap = 7.5 eV
HOMO = -0.32814 Eh



Arrangement x

Density functional theory data (ωB97M-V/def2-TZVPD) for C2H4I2N2O as an isolated structure.

```
11
C2H4I2N2O | the OMol25 dataset | ωB97M-V/def2-TZVPD
C -0.4099 0.0577 -1.7427
C -0.9194 -0.9627 -0.9401
N -0.5338 -0.8672 0.2597
N 0.5490 1.6874 1.7532
O -0.1429 0.3988 -2.8238
I 2.0727 -1.1098 0.7865
I -0.1994 1.7851 -0.1602
H 0.1971 0.7339 1.9402
H -1.3090 -1.7820 -1.4855
H -0.8240 -1.5270 0.9829
H 1.5195 1.5858 1.4297
```

Computed properties:
net charge = 0
Kohn-Sham gap (spin up / spin down) = 6.9 / 6.0 eV
HOMO (spin up / spin down) = -0.30857 / -0.28953 Eh



Least stable structure: arrangement x